Below is C31H40AsN3O8PbS3Si2 as an isolated structure, with properties calculated with wB97M-V/def2-TZVPD.

For the molar mass, the calculation gives 1017.2 g/mol. For the energy above the lowest of the compared OMol25 structures with the same formula, charge and spin, the calculation gives 0.631 eV. The net charge is -2. The HOMO energy comes out at -2.5 eV. Its multiplicity is 1. Its LUMO energy is 4.01 eV.

```
89
Properties=species:S:1:pos:R:3:forces:R:3
Pb -0.342 0.389 0.503 -0.101 -0.087 -0.147
O 0.993 -0.735 -4.274 -0.008 -0.199 -0.271
C 0.943 -0.001 -3.313 0.082 0.075 0.162
O 1.310 -0.368 -2.093 -0.022 -0.042 0.262
C 0.554 1.458 -3.457 0.031 -0.029 -0.052
C 0.950 2.392 -2.308 0.113 0.059 -0.051
C 0.797 3.850 -2.777 -0.010 -0.017 -0.013
C -0.746 4.023 -2.744 -0.009 0.038 -0.003
C -1.195 2.622 -2.313 -0.093 0.076 -0.028
O -0.142 2.273 -1.397 -0.110 -0.178 0.184
C -0.997 1.644 -3.486 -0.081 0.163 0.033
C -1.816 0.355 -3.311 0.382 -0.310 -0.513
O -2.797 0.215 -4.043 -0.316 -0.009 0.032
O -1.340 -0.470 -2.475 -0.177 -0.183 0.322
H 1.001 1.782 -4.398 -0.059 0.015 -0.003
H 1.880 2.152 -1.799 -0.023 -0.026 0.029
H 1.229 4.009 -3.766 0.002 0.009 -0.006
H 1.287 4.522 -2.074 0.000 0.000 0.000
H -1.172 4.308 -3.707 0.009 0.005 0.001
H -1.043 4.761 -2.000 0.001 0.011 0.012
H -2.162 2.549 -1.814 0.114 0.021 0.014
H -1.328 2.100 -4.418 0.033 0.017 0.011
S 2.392 0.606 0.730 0.106 0.077 0.000
C 2.576 1.450 2.242 0.160 -0.050 -0.015
C 3.920 1.494 2.759 -0.130 -0.029 -0.022
N 5.002 1.496 3.154 0.038 0.011 -0.002
C 1.585 2.057 2.948 -0.072 0.072 0.121
S -0.108 2.114 2.537 0.003 0.074 0.070
C 1.925 2.735 4.173 -0.030 -0.052 -0.108
N 2.164 3.286 5.156 0.008 0.013 0.036
C 1.058 -2.496 6.598 -0.008 0.009 -0.024
C 0.692 -2.118 5.190 0.004 0.002 0.008
C -0.563 -1.616 4.875 0.003 -0.018 0.014
C -0.851 -1.261 3.568 -0.026 0.010 -0.007
N 0.032 -1.390 2.578 -0.059 0.041 0.028
C 1.233 -1.884 2.869 0.041 0.012 -0.057
C 1.603 -2.257 4.150 -0.015 -0.022 0.011
H 0.420 -1.985 7.318 -0.005 0.001 0.010
H 2.095 -2.238 6.811 0.007 -0.001 0.007
H 0.944 -3.572 6.750 0.000 -0.010 0.002
H -1.309 -1.468 5.646 -0.012 0.007 0.007
H -1.809 -0.833 3.292 0.013 0.008 0.010
H 1.931 -1.945 2.043 0.014 0.009 -0.009
H 2.604 -2.625 4.334 0.019 0.001 -0.005
C 3.302 -4.646 -2.091 -0.044 0.052 0.075
Si 2.597 -3.144 -2.998 0.287 0.033 -0.036
C 2.135 -3.745 -4.712 -0.232 -0.002 0.052
C 3.971 -1.873 -3.149 -0.032 0.084 0.033
As 1.045 -2.138 -1.533 -0.008 0.052 -0.264
Si -1.055 -2.962 -2.316 0.006 -0.038 0.247
C -2.338 -2.773 -0.965 -0.060 0.081 -0.070
C -1.663 -3.030 -4.078 0.072 0.184 -0.040
C -0.433 -4.769 -2.031 0.106 0.084 0.077
H 4.272 -4.918 -2.517 0.014 -0.028 -0.031
H 2.640 -5.509 -2.170 -0.029 -0.030 -0.002
H 3.446 -4.433 -1.030 0.035 0.011 0.002
H 3.028 -4.141 -5.205 0.019 0.000 -0.009
H 1.724 -2.929 -5.302 0.022 0.074 -0.049
H 1.387 -4.539 -4.670 0.030 -0.021 -0.027
H 4.843 -2.294 -3.656 0.018 -0.035 0.003
H 4.274 -1.516 -2.163 0.035 -0.024 0.014
H 3.626 -1.006 -3.714 -0.016 -0.036 -0.031
H -3.025 -1.952 -1.157 0.012 0.037 -0.009
H -1.849 -2.574 -0.007 -0.002 -0.012 0.016
H -2.910 -3.699 -0.853 0.009 -0.021 -0.014
H -2.336 -2.203 -4.291 -0.026 0.103 -0.007
H -2.183 -3.981 -4.229 0.010 -0.025 0.011
H -0.821 -2.979 -4.771 -0.005 0.001 -0.004
H 0.117 -4.873 -1.088 -0.017 -0.046 0.006
H 0.226 -5.105 -2.836 -0.021 -0.033 -0.008
H -1.281 -5.458 -1.985 -0.047 0.013 -0.007
C -6.662 3.376 5.915 0.015 -0.014 -0.021
C -5.989 2.773 4.709 -0.024 0.007 0.017
C -5.572 3.564 3.648 0.003 0.010 -0.005
C -4.960 3.002 2.532 0.022 -0.008 0.021
C -4.760 1.636 2.471 -0.018 -0.003 -0.006
C -5.174 0.830 3.526 0.022 0.035 -0.048
C -5.780 1.396 4.632 0.001 -0.012 0.006
S -3.978 0.879 1.050 0.134 0.058 0.106
O -4.955 -0.062 0.548 -0.021 -0.005 -0.009
O -3.625 1.976 0.166 -0.018 0.017 -0.076
O -2.789 0.231 1.632 -0.058 -0.115 0.029
H -6.584 4.464 5.904 -0.002 0.011 0.002
H -6.209 3.015 6.840 0.003 0.002 0.013
H -7.723 3.117 5.946 -0.007 0.001 0.002
H -5.719 4.638 3.696 0.006 0.002 -0.008
H -4.619 3.611 1.706 0.001 0.021 -0.011
H -5.008 -0.238 3.465 -0.012 -0.030 0.012
H -6.093 0.764 5.457 -0.001 -0.007 0.002
```
Positions in Å, forces in eV/Å.

These are the Löwdin partial charges, in e, on atoms 1 to 8: atom 1 (Pb): 1.065, atom 2 (O): 0.052, atom 3 (C): -0.583, atom 4 (O): -0.440, atom 5 (C): -0.089, atom 6 (C): -0.268, atom 7 (C): -0.095, atom 8 (C): -0.097